1.
This record from the OMol25 dataset describes C9H14N4O3 in the gas phase at a distorted geometry. The level of theory is the ωB97M-V functional and the def2-TZVPD basis.

Element x y z (Å)
1 O 2.47642 -1.70494 0.27682
2 O -0.04384 1.26326 1.79365
3 O 4.63301 -0.97393 0.12788
4 N 1.69700 0.86169 0.56838
5 N -0.42001 -1.84277 0.73764
6 N -4.55308 0.66359 0.32902
7 N -3.59172 -1.18837 -0.08810
8 C -3.36892 1.04245 -0.41016
9 C -2.80695 -0.16882 -0.51826
10 C 3.72579 1.67514 -0.50859
11 C 2.71818 0.51263 -0.33895
12 C 3.41863 -0.76742 0.05073
13 C -4.67098 -0.58560 0.36379
14 C -1.45634 -0.42396 -1.00573
15 C -0.22177 -0.67427 -0.01655
16 C 0.39439 0.58372 0.83523
17 H 3.03903 -2.39601 0.78512
18 H -5.64931 -1.08968 0.74969
19 H -1.52549 -1.37455 -1.49558
20 H 2.28267 0.31306 -1.33678
21 H 4.24482 1.91259 0.40423
22 H 0.55769 -0.81672 -0.81772
23 H -0.87892 -1.73112 1.69047
24 H -3.21637 2.05745 -0.63544
25 H -5.18290 1.36082 0.63166
26 H 3.18793 2.49816 -0.76477
27 H -1.24044 0.48791 -1.74176
28 H 0.44469 -2.42967 0.57016
29 H 4.22827 1.36230 -1.45978
30 H 1.77851 1.57305 1.22370

Forces on the atoms, in the same order (eV/Å):
O 2.519 -1.921 1.741
O -0.687 -1.846 -1.961
O -2.820 0.406 0.028
N -1.190 -0.522 -0.113
N 0.913 -1.329 0.875
N 1.000 6.464 -1.918
N -0.585 -0.670 0.051
C -2.817 -1.309 2.569
C 1.622 -0.272 -0.184
C 0.011 -3.157 -1.074
C 0.737 0.624 -1.023
C 1.945 -0.139 -0.207
C -2.075 -5.620 1.465
C 1.442 2.144 -0.849
C -0.416 2.929 -1.461
C -1.204 -0.880 0.485
H -1.504 0.915 -1.243
H 2.207 0.840 -0.649
H 0.359 -0.390 -0.840
H 0.111 0.040 0.297
H 0.850 -0.384 -0.042
H -0.535 -0.278 1.176
H 1.379 -0.420 -1.863
H 0.615 0.781 -0.166
H -0.950 0.328 0.274
H -1.721 2.530 -0.740
H 0.063 -2.107 1.252
H -1.879 0.706 1.543
H 0.773 0.622 1.375
H 1.836 1.915 1.200

As for the frontier orbital gap: 0.32750 Eh. The energy above the lowest of the compared OMol25 structures with the same formula, charge and spin is 84.8 kcal per mole. For the largest force on an atom, the calculation gives 6.82 eV Å⁻¹. Its SMILES is C[C@H](NC(=O)[C@@H](N)Cc1c[nH]cn1)C(=O)O. The highest occupied orbital energy comes out at -8.405 eV. As for the total energy: -21661.02241 eV.

2.
This record from the OMol25 dataset describes C9H14N4O3 in the gas phase at a distorted geometry. The level of theory is the ωB97M-V functional and the def2-TZVPD basis.

Element x y z (Å)
1 O 1.71485 2.73215 -0.77928
2 O -2.48783 1.51925 0.21839
3 O -0.49418 2.81781 -1.15772
4 N -0.57285 0.37508 0.47840
5 N 1.76524 -1.25350 0.53840
6 N -4.03028 -0.78955 -0.05567
7 N 3.55112 -1.19036 -0.75001
8 C 0.57909 2.37834 -0.47310
9 C -2.57808 -0.92062 0.16236
10 C 1.64181 1.04556 1.40164
11 C 2.33198 0.01472 0.57604
12 C 2.52936 -1.94586 -0.26838
13 C -1.99364 -1.84101 -0.92525
14 C -1.87180 0.43585 0.26903
15 C 0.31530 1.51090 0.76711
16 C 3.42936 0.05634 -0.20087
17 H -2.46380 -1.42774 1.15356
18 H 4.26231 -1.50648 -1.37340
19 H -1.32271 2.47249 -0.73028
20 H -0.11817 -0.55474 0.48341
21 H -4.13094 -0.16062 -0.87400
22 H -0.19084 2.16457 1.50511
23 H -4.48310 -0.22326 0.72011
24 H -0.93501 -2.16711 -0.75558
25 H 1.41985 0.61781 2.38726
26 H -1.98966 -1.31234 -1.90464
27 H 4.08730 0.88711 -0.42898
28 H 2.26728 1.95664 1.51310
29 H -2.60900 -2.72514 -0.97739
30 H 2.37705 -2.96631 -0.51939

Forces on the atoms, in the same order (eV/Å):
O -1.938 -0.629 0.395
O 0.390 -0.703 -0.265
O 0.343 -0.651 0.635
N 1.772 -0.785 0.194
N 0.373 -0.002 -0.265
N -0.241 1.502 0.291
N -0.326 -0.442 0.237
C 1.429 1.124 -0.700
C -0.660 -0.526 0.762
C 0.046 0.665 -0.154
C -0.924 -0.336 0.721
C 0.038 0.645 0.129
C 0.989 0.660 -0.311
C -1.149 0.731 0.186
C -0.409 0.119 0.240
C 0.607 0.740 -0.357
H 0.088 0.383 -0.648
H 0.270 -0.048 -0.203
H 0.183 0.160 -0.043
H -0.171 0.737 0.033
H -0.132 -0.547 0.536
H 0.051 -0.212 -0.383
H 0.980 -0.953 -1.142
H -0.850 0.384 0.125
H 0.077 0.164 -0.159
H -0.177 -0.392 0.505
H -0.137 -0.314 -0.013
H -0.356 -0.682 0.028
H -0.195 -0.213 -0.139
H 0.029 -0.579 -0.235

As for the frontier orbital gap: 0.36020 Eh. The energy above the lowest of the compared OMol25 structures with the same formula, charge and spin is 4.5 kcal per mole. For the largest force on an atom, the calculation gives 2.08 eV Å⁻¹. Its SMILES is C[C@H](N)C(=O)N[C@@H](Cc1c[nH]cn1)C(=O)O. The highest occupied orbital energy comes out at -9.189 eV. As for the total energy: -21664.50642 eV.

3.
This record from the OMol25 dataset describes C9H14N4O3S in the gas phase at a distorted geometry. The level of theory is the ωB97M-V functional and the def2-TZVPD basis.

Element x y z (Å)
1 S 3.61591 1.65148 2.37546
2 O -1.18432 -1.65451 1.43737
3 O 1.44415 -0.77820 0.83962
4 O -2.01716 -1.79421 -0.79312
5 N -1.73869 1.31874 -2.71485
6 N 0.49119 -0.81931 3.59186
7 N -0.16431 0.77057 1.06630
8 N -1.77927 0.18683 -4.60379
9 C 0.96158 0.08229 1.49841
10 C -1.34109 -1.13199 0.28458
11 C 2.62297 0.44295 3.35738
12 C -0.80616 0.26456 -0.12972
13 C 1.18284 0.33019 2.95134
14 C 0.08000 0.10112 -1.42282
15 C -0.79116 -0.38386 -3.86387
16 C -0.81262 0.26925 -2.69542
17 C -2.30925 1.24645 -3.86110
18 H 0.66451 1.06982 -1.21062
19 H 1.23042 -1.64693 3.43465
20 H 3.64448 1.16164 1.13986
21 H -0.37724 -1.10601 2.92205
22 H -1.66855 0.93688 -0.53563
23 H -0.76640 1.23890 1.69562
24 H -2.03187 -0.20334 -5.47054
25 H 0.74558 -0.71537 -1.44710
26 H 2.72837 0.74809 4.43469
27 H -3.18304 1.77429 -4.28668
28 H 3.23298 -0.56680 3.31948
29 H -0.35511 -1.33864 -4.25358
30 H -2.06410 -2.72087 -0.45136
31 H 0.74537 1.26600 3.39154

Forces on the atoms, in the same order (eV/Å):
S -0.194 0.607 0.978
O -1.392 1.461 -5.249
O 1.837 -1.246 -1.083
O 1.740 0.127 3.079
N 0.684 -0.556 0.618
N 0.462 -2.660 -1.775
N 0.886 -0.073 -2.221
N -0.209 1.315 0.792
C -2.696 2.177 1.017
C -0.723 -1.872 1.680
C 2.612 -2.056 0.405
C -1.762 -1.334 -0.605
C -0.072 0.307 1.612
C -1.289 3.683 0.156
C -0.137 -1.939 -0.803
C 1.681 1.037 2.878
C -0.909 -1.398 -2.433
H -0.218 -1.356 -1.172
H -2.371 2.000 0.464
H -0.320 -0.630 -0.072
H 2.699 0.778 2.088
H 1.371 -1.093 1.259
H -0.144 0.468 0.730
H -0.673 0.108 -1.036
H 0.481 -0.936 0.052
H -0.173 -0.004 -1.130
H 0.851 -0.025 0.648
H -1.510 1.693 -0.130
H -0.084 1.291 0.791
H -0.290 0.722 -0.431
H -0.137 -0.595 -1.105

As for the frontier orbital gap: 0.35258 Eh. The energy above the lowest of the compared OMol25 structures with the same formula, charge and spin is 54.5 kcal per mole. For the largest force on an atom, the calculation gives 5.62 eV Å⁻¹. Its SMILES is N[C@@H](CS)C(=O)N[C@@H](Cc1c[nH]cn1)C(=O)O. The highest occupied orbital energy comes out at -9.012 eV. As for the total energy: -32497.22542 eV.

4.
This record from the OMol25 dataset describes a gas-phase ion, C9H14N5O (charge +1) at a distorted geometry. The level of theory is the ωB97M-V functional and the def2-TZVPD basis.

Element x y z (Å)
1 O -1.45976 0.71613 -0.81573
2 N -2.03363 -3.40802 -0.05879
3 N 4.05015 -0.59480 -0.35840
4 N -0.16611 -2.26566 -0.38362
5 N 1.68308 -0.45404 -0.24278
6 N 2.80021 1.39605 0.23978
7 C -2.28707 -2.13304 0.37850
8 C -2.02556 2.70491 0.48506
9 C 0.81528 0.50084 0.19624
10 C 1.42340 1.69844 0.43337
11 C 2.90118 0.03069 -0.15671
12 C -0.90852 0.06357 0.25244
13 C -1.47904 2.10175 -0.84863
14 C -0.73458 -3.44187 -0.48565
15 C -1.10128 -1.43768 0.22022
16 H -3.34059 -1.76687 0.56975
17 H -0.28882 -4.35933 -0.88793
18 H -2.72601 -4.21936 -0.07628
19 H -1.35007 0.48745 1.19382
20 H -2.08431 3.73711 0.64252
21 H 1.17090 2.57327 0.94553
22 H -0.41664 2.32207 -1.09308
23 H 1.38226 -1.48928 -0.48250
24 H -2.94116 2.27681 0.67124
25 H -1.30823 2.30485 1.20212
26 H -2.04105 2.45252 -1.72562
27 H 3.46264 2.01183 0.51999
28 H 4.85789 -0.18007 0.09231
29 H 4.14543 -1.62828 -0.42717

Forces on the atoms, in the same order (eV/Å):
O -1.725 -2.111 -1.190
N -0.616 -1.203 -0.111
N 1.868 -1.408 -0.023
N -0.192 -0.572 0.608
N 0.913 -1.243 -0.235
N -3.087 -4.371 -1.669
C -0.902 0.941 -0.052
C 3.121 -1.627 -1.131
C -5.307 0.217 0.738
C 1.527 -3.593 -0.354
C -0.036 3.375 1.198
C 2.844 1.472 1.361
C 0.761 2.035 0.002
C -0.478 -0.686 -0.251
C -0.611 0.347 -1.304
H 1.691 -0.605 0.074
H -0.165 0.603 0.266
H 1.538 1.760 0.049
H 0.845 -0.680 -0.568
H 0.097 1.621 -0.446
H -0.664 1.055 0.281
H -0.574 0.919 0.482
H -0.299 1.841 0.524
H -2.260 -0.986 0.497
H -0.290 0.447 0.598
H -0.106 -0.577 0.297
H 2.850 1.726 0.659
H -0.117 -0.044 -0.306
H -0.626 1.347 0.005

As for the frontier orbital gap: 0.35670 Eh. The energy above the lowest of the compared OMol25 structures with the same formula, charge and spin is 15.1 kcal per mole. The net charge is +1. For the largest force on an atom, the calculation gives 5.61 eV Å⁻¹. Its SMILES is CCO[C@@H](c1c[nH]cn1)c1c[nH]c(=[NH2+])[nH]1. The highest occupied orbital energy comes out at -12.169 eV. As for the total energy: -19050.75978 eV.